# 1
{"formula": "C34H68BCl35F2N7O3", "method": "the ωB97M-V functional and the def2-TZVPD basis", "symbols": ["C", "C", "C", "N", "C", "C", "C", "Cl", "C", "N", "C", "O", "O", "C", "F", "C", "C", "N", "N", "N", "C", "C", "C", "B", "N", "O", "N", "C", "F", "C", "C", "H", "H", "H", "H", "H", "H", "H", "H", "H", "H", "H", "H", "H", "H", "H", "H", "H", "H", "H", "H", "H", "H", "H", "H", "H", "H", "H", "H", "H", "H", "H", "H", "H", "H", "C", "Cl", "Cl", "H", "H", "C", "Cl", "Cl", "H", "H", "C", "Cl", "Cl", "H", "H", "C", "Cl", "Cl", "H", "H", "C", "Cl", "Cl", "H", "H", "C", "Cl", "Cl", "H", "H", "C", "Cl", "Cl", "H", "H", "C", "Cl", "Cl", "H", "H", "C", "Cl", "Cl", "H", "H", "C", "Cl", "Cl", "H", "H", "C", "Cl", "Cl", "H", "H", "C", "Cl", "Cl", "H", "H", "C", "Cl", "Cl", "H", "H", "C", "Cl", "Cl", "H", "H", "C", "Cl", "Cl", "H", "H", "C", "Cl", "Cl", "H", "H", "C", "Cl", "Cl", "H", "H"], "positions_angstrom": [[-4.614, -3.130, 3.360], [-4.195, -1.835, 3.485], [-2.826, -1.385, 3.041], [-2.801, -0.795, 1.667], [-3.882, -1.125, 0.742], [-5.150, -0.236, 0.884], [-5.129, 0.844, 1.976], [-6.741, 0.869, 2.803], [-1.830, -0.003, 1.319], [-0.749, 0.496, 2.030], [-0.099, -0.114, 3.145], [-0.565, 0.488, 4.357], [-0.014, -0.286, 5.400], [-0.889, 1.921, 1.856], [-2.097, 2.201, 2.606], [0.126, 2.892, 2.429], [1.643, 2.486, 2.452], [2.154, 1.666, 1.389], [2.365, 3.770, 2.299], [1.973, 1.869, 3.750], [-1.343, 2.013, 0.341], [-2.683, 2.846, 0.276], [-3.626, 2.527, -0.654], [-0.463, 2.910, -0.660], [0.377, 2.429, -1.747], [-0.538, 4.276, -0.403], [-1.761, 0.618, 0.059], [-1.127, -0.187, -0.958], [-1.514, 0.224, -2.231], [0.387, -0.352, -0.819], [0.797, -1.601, -0.023], [-3.930, -3.941, 3.111], [-5.660, -3.402, 3.477], [-4.867, -1.129, 3.970], [-2.483, -0.601, 3.721], [-2.152, -2.244, 3.069], [-3.534, -1.056, -0.287], [-4.169, -2.169, 0.870], [-5.365, 0.221, -0.084], [-6.000, -0.889, 1.087], [-4.405, 0.693, 2.770], [-5.030, 1.854, 1.587], [0.990, -0.033, 3.129], [-0.330, -1.182, 3.193], [0.873, 0.099, 5.530], [0.057, 3.856, 1.922], [-0.174, 3.090, 3.463], [1.879, 0.696, 1.428], [2.046, 2.075, 0.471], [2.234, 4.365, 3.117], [3.344, 3.530, 2.188], [1.783, 2.522, 4.498], [2.962, 1.639, 3.735], [-2.810, 3.714, 0.914], [-4.674, 2.789, -0.507], [-3.374, 2.013, -1.580], [1.012, 3.186, -1.998], [-0.197, 2.302, -2.584], [-1.128, 4.721, -1.028], [-1.553, -1.198, -0.856], [0.767, -0.464, -1.839], [0.857, 0.547, -0.435], [0.972, -1.322, 1.015], [0.115, -2.447, -0.136], [1.763, -1.936, -0.407], [-8.183, 4.064, 1.402], [-7.210, 3.689, -0.036], [-9.796, 4.626, 0.972], [-8.270, 3.164, 1.999], [-7.678, 4.842, 1.963], [3.450, -3.422, 2.125], [3.910, -1.760, 1.723], [1.705, -3.683, 1.968], [3.960, -4.103, 1.452], [3.732, -3.618, 3.154], [0.442, -2.280, -4.980], [1.956, -1.941, -4.136], [0.569, -1.955, -6.714], [0.193, -3.326, -4.841], [-0.335, -1.649, -4.567], [-3.667, 5.607, -2.605], [-2.469, 4.475, -3.261], [-3.048, 6.442, -1.178], [-3.902, 6.339, -3.368], [-4.553, 5.048, -2.325], [4.516, 4.755, 5.745], [5.595, 4.026, 4.551], [2.943, 5.238, 5.075], [4.349, 4.022, 6.527], [4.982, 5.643, 6.154], [-1.198, -3.120, -9.796], [-0.299, -2.637, -11.241], [-2.841, -2.471, -9.797], [-1.251, -4.202, -9.766], [-0.678, -2.742, -8.925], [1.738, -3.307, -14.118], [3.477, -3.513, -13.870], [1.392, -2.390, -15.586], [1.282, -4.287, -14.204], [1.329, -2.775, -13.270], [7.859, -3.902, 3.915], [6.803, -4.692, 5.091], [6.989, -3.386, 2.463], [8.300, -3.027, 4.379], [8.635, -4.599, 3.621], [5.339, 0.365, -0.837], [5.953, 1.977, -1.213], [3.678, 0.111, -1.400], [5.970, -0.365, -1.331], [5.370, 0.228, 0.238], [7.157, -0.256, 4.680], [7.840, -0.246, 3.052], [5.711, 0.768, 4.807], [6.889, -1.275, 4.935], [7.894, 0.127, 5.375], [1.005, -3.094, 6.537], [2.480, -2.120, 6.630], [1.225, -4.504, 5.493], [0.748, -3.435, 7.533], [0.211, -2.477, 6.133], [4.550, -5.235, 7.738], [6.018, -4.255, 7.834], [4.760, -6.642, 6.689], [4.298, -5.581, 8.734], [3.751, -4.621, 7.337], [-3.342, 3.872, 4.896], [-4.693, 4.510, 3.947], [-2.381, 5.160, 5.631], [-3.742, 3.243, 5.684], [-2.703, 3.297, 4.241], [3.111, 4.998, -3.743], [4.279, 4.054, -2.818], [1.754, 5.463, -2.698], [3.584, 5.899, -4.116], [2.744, 4.394, -4.565], [1.129, -5.853, -0.903], [2.861, -6.078, -1.152], [0.413, -4.812, -2.147], [0.639, -6.819, -0.933], [0.988, -5.374, 0.057], [4.423, -7.030, -14.273], [3.224, -6.890, -15.564], [5.794, -8.036, -14.753], [4.786, -6.039, -14.033], [3.949, -7.480, -13.409], [-11.499, 4.227, -3.101], [-12.839, 4.693, -2.047], [-9.984, 4.075, -2.202], [-11.731, 3.271, -3.555], [-11.377, 4.987, -3.863]], "orbital_gap_ev": 8.48, "spin_multiplicity": 1, "homo_ev": -11.091, "charge": 1}


# 2
{"formula": "BeF3H8MnO4", "method": "the ωB97M-V functional and the def2-TZVPD basis", "symbols": ["Mn", "Be", "F", "F", "F", "O", "H", "H", "O", "H", "H", "O", "H", "H", "O", "H", "H"], "positions_angstrom": [[11.626, -11.841, -9.148], [14.469, -13.430, -8.086], [13.190, -12.641, -8.061], [14.339, -14.897, -8.606], [15.176, -13.464, -6.730], [11.955, -13.558, -5.267], [11.733, -13.183, -6.137], [12.455, -14.378, -5.453], [14.931, -10.898, -6.059], [15.028, -11.878, -6.117], [14.002, -10.692, -5.784], [15.775, -12.586, -9.085], [15.698, -11.671, -9.234], [16.220, -12.917, -9.880], [10.486, -11.926, -7.259], [9.653, -12.148, -6.860], [10.935, -11.401, -6.607]], "orbital_gap_ev": [4.73, 4.71], "spin_multiplicity": 6, "homo_ev": [-13.323, -13.319], "charge": 1}


# 3
{"formula": "C4H7NO", "method": "the ωB97M-V functional and the def2-TZVPD basis", "symbols": ["C", "C", "N", "C", "C", "O", "H", "H", "H", "H", "H", "H", "H"], "positions_angstrom": [[-2.485, 0.153, 0.235], [-0.982, 0.050, 0.139], [1.984, -1.066, -0.577], [2.657, -0.161, 0.003], [-0.262, 0.910, -0.547], [0.354, 1.704, -1.148], [-2.946, -0.820, 0.036], [-2.881, 0.861, -0.499], [-2.809, 0.482, 1.229], [-0.442, -0.757, 0.623], [1.913, -1.898, 0.014], [2.805, 0.790, -0.513], [3.095, -0.248, 1.003]], "orbital_gap_ev": 9.49, "smiles": "CC=C=O.C=N", "spin_multiplicity": 1, "homo_ev": -8.622, "de_lowest_ev": 2.5243}


# 4
{"formula": "C67H144N8O8", "method": "the ωB97M-V functional and the def2-TZVPD basis", "symbols": ["C", "C", "C", "C", "C", "C", "N", "O", "C", "C", "C", "H", "H", "H", "H", "H", "H", "H", "H", "H", "H", "H", "H", "H", "H", "H", "H", "H", "H", "H", "C", "C", "C", "C", "C", "C", "N", "O", "C", "C", "C", "H", "H", "H", "H", "H", "H", "H", "H", "H", "H", "H", "H", "H", "H", "H", "H", "H", "H", "H", "C", "C", "C", "C", "C", "C", "N", "O", "C", "C", "C", "H", "H", "H", "H", "H", "H", "H", "H", "H", "H", "H", "H", "H", "H", "H", "H", "H", "H", "H", "C", "C", "C", "C", "C", "C", "N", "O", "C", "C", "C", "H", "H", "H", "H", "H", "H", "H", "H", "H", "H", "H", "H", "H", "H", "H", "H", "H", "H", "H", "C", "C", "C", "C", "C", "C", "N", "O", "C", "C", "C", "H", "H", "H", "H", "H", "H", "H", "H", "H", "H", "H", "H", "H", "H", "H", "H", "H", "H", "H", "C", "C", "C", "C", "C", "C", "N", "O", "C", "C", "C", "H", "H", "H", "H", "H", "H", "H", "H", "H", "H", "H", "H", "H", "H", "H", "H", "H", "H", "H", "C", "C", "C", "C", "C", "C", "N", "O", "C", "C", "C", "H", "H", "H", "H", "H", "H", "H", "H", "H", "H", "H", "H", "H", "H", "H", "H", "H", "H", "H", "C", "C", "C", "O", "C", "N", "H", "H", "H", "H", "H", "H", "H", "H", "H", "H", "H"], "positions_angstrom": [[-0.378, -6.470, 0.853], [-1.147, -6.025, -0.387], [-1.856, -7.214, -0.973], [-2.972, -6.823, -1.919], [-3.882, -5.782, -1.285], [-3.236, -4.532, -0.685], [-2.123, -5.012, 0.133], [-1.259, -3.810, 0.386], [-2.827, -3.491, -1.800], [-4.105, -3.888, 0.362], [-0.275, -5.430, -1.508], [-1.115, -6.605, 1.625], [0.288, -5.647, 1.092], [0.189, -7.369, 0.663], [-1.066, -7.852, -1.469], [-2.237, -7.840, -0.160], [-3.584, -7.630, -2.304], [-2.599, -6.370, -2.837], [-4.410, -6.243, -0.429], [-4.705, -5.412, -1.910], [-3.751, -3.051, -2.166], [-2.324, -2.765, -1.223], [-2.239, -3.995, -2.554], [-3.569, -3.093, 0.802], [-4.950, -3.434, -0.152], [-4.378, -4.620, 1.125], [-0.151, -4.392, -1.416], [-0.723, -5.578, -2.480], [0.738, -5.857, -1.571], [-1.196, -3.856, 1.363], [-1.231, 3.005, 7.654], [-1.336, 2.046, 6.478], [-2.005, 0.698, 6.880], [-3.472, 0.863, 7.166], [-4.190, 1.191, 5.865], [-3.673, 2.533, 5.309], [-2.137, 2.539, 5.249], [-1.766, 3.856, 5.020], [-4.194, 2.822, 3.926], [-4.282, 3.651, 6.161], [0.070, 1.808, 5.929], [-2.233, 3.208, 7.985], [-0.664, 3.861, 7.412], [-0.750, 2.478, 8.454], [-1.836, -0.103, 6.139], [-1.431, 0.322, 7.726], [-3.610, 1.648, 7.920], [-3.839, -0.072, 7.673], [-5.264, 1.238, 6.003], [-4.052, 0.423, 5.109], [-5.219, 2.547, 3.968], [-3.996, 3.831, 3.686], [-3.733, 2.225, 3.119], [-5.360, 3.681, 6.005], [-4.064, 3.510, 7.199], [-3.810, 4.582, 5.818], [0.580, 1.158, 6.618], [0.697, 2.631, 5.654], [-0.105, 1.192, 5.029], [-1.367, 3.878, 4.109], [4.499, 4.554, -4.329], [4.654, 4.044, -2.861], [4.005, 5.111, -1.930], [2.535, 5.257, -2.039], [1.916, 3.849, -1.680], [2.429, 2.704, -2.616], [3.914, 2.770, -2.719], [4.340, 1.953, -3.876], [2.099, 1.352, -1.968], [1.650, 2.801, -3.872], [6.116, 3.674, -2.619], [5.020, 5.469, -4.435], [3.483, 4.742, -4.635], [5.005, 3.862, -5.035], [4.294, 5.004, -0.853], [4.483, 6.052, -2.230], [2.102, 5.409, -3.033], [2.139, 6.048, -1.404], [0.817, 3.922, -1.796], [2.015, 3.485, -0.635], [2.493, 0.543, -2.590], [2.636, 1.278, -1.022], [1.037, 1.226, -1.703], [2.029, 2.104, -4.582], [0.602, 2.665, -3.639], [1.759, 3.798, -4.350], [6.271, 3.480, -1.591], [6.853, 4.403, -3.015], [6.253, 2.731, -3.087], [4.409, 1.163, -3.360], [-1.400, -2.181, -4.824], [-0.113, -1.573, -5.317], [0.815, -1.342, -4.154], [1.378, -2.657, -3.632], [2.156, -3.400, -4.729], [1.247, -3.635, -5.945], [0.640, -2.286, -6.326], [-0.354, -2.620, -7.290], [1.990, -4.040, -7.184], [0.290, -4.728, -5.526], [-0.392, -0.242, -5.931], [-2.173, -2.097, -5.555], [-1.750, -1.601, -3.989], [-1.369, -3.161, -4.365], [1.561, -0.656, -4.522], [0.397, -0.861, -3.265], [0.592, -3.249, -3.235], [2.106, -2.471, -2.820], [2.627, -4.342, -4.431], [2.980, -2.751, -5.056], [1.306, -4.097, -8.027], [2.791, -3.344, -7.429], [2.400, -5.035, -7.059], [0.710, -5.736, -5.778], [0.142, -4.658, -4.427], [-0.673, -4.599, -6.023], [-1.029, 0.359, -5.314], [-0.882, -0.261, -6.907], [0.524, 0.350, -5.939], [-0.558, -1.823, -7.864], [1.956, -4.142, 3.096], [0.783, -3.434, 3.866], [0.652, -1.982, 3.486], [-0.561, -1.318, 4.053], [-1.820, -2.106, 3.834], [-1.673, -3.630, 4.262], [-0.442, -4.090, 3.579], [-0.361, -5.447, 4.046], [-1.781, -3.837, 5.799], [-2.872, -4.420, 3.701], [1.216, -3.434, 5.321], [1.927, -5.211, 3.167], [2.904, -3.793, 3.515], [1.948, -3.818, 2.010], [1.552, -1.435, 3.699], [0.588, -1.923, 2.389], [-0.559, -0.318, 3.678], [-0.449, -1.085, 5.159], [-2.011, -2.202, 2.761], [-2.688, -1.798, 4.464], [-2.830, -3.990, 6.012], [-1.255, -4.767, 6.097], [-1.388, -3.043, 6.386], [-2.755, -4.842, 2.722], [-3.034, -5.309, 4.354], [-3.791, -3.804, 3.792], [0.576, -2.869, 5.963], [2.300, -3.048, 5.405], [1.165, -4.465, 5.647], [-0.142, -5.961, 3.250], [-2.487, 2.264, -2.348], [-4.004, 2.182, -2.835], [-4.738, 3.211, -2.067], [-6.088, 3.665, -2.694], [-5.862, 4.082, -4.148], [-5.152, 3.010, -4.942], [-3.900, 2.554, -4.245], [-3.514, 1.364, -4.906], [-6.127, 1.863, -5.291], [-4.679, 3.701, -6.170], [-4.507, 0.790, -2.547], [-2.186, 3.268, -2.479], [-1.892, 1.632, -3.108], [-2.375, 1.890, -1.332], [-4.878, 2.998, -1.033], [-4.080, 4.099, -2.080], [-6.516, 4.512, -2.163], [-6.852, 2.942, -2.517], [-5.257, 4.962, -4.079], [-6.777, 4.357, -4.625], [-6.850, 2.197, -6.047], [-5.611, 0.896, -5.520], [-6.581, 1.644, -4.397], [-5.497, 4.173, -6.617], [-3.999, 4.540, -5.940], [-4.120, 3.120, -6.906], [-5.593, 0.722, -2.705], [-4.370, 0.577, -1.460], [-4.095, -0.066, -3.071], [-2.732, 1.557, -5.414], [5.981, 0.485, -0.336], [5.921, 0.979, 1.084], [7.314, 0.740, 1.717], [7.560, 1.451, 3.010], [7.384, 2.915, 2.722], [5.948, 3.233, 2.278], [5.705, 2.440, 1.030], [4.353, 2.690, 0.594], [4.953, 3.086, 3.384], [5.897, 4.715, 1.839], [4.863, 0.097, 1.788], [6.452, -0.529, -0.249], [6.513, 1.125, -1.031], [4.993, 0.325, -0.750], [7.583, -0.326, 1.721], [8.080, 1.147, 0.975], [8.557, 1.142, 3.306], [6.900, 1.201, 3.800], [8.043, 3.145, 1.843], [7.679, 3.539, 3.566], [4.003, 3.213, 2.862], [5.089, 2.196, 4.033], [5.132, 3.991, 3.989], [6.399, 5.288, 2.646], [6.365, 4.977, 0.894], [4.846, 5.026, 1.781], [3.838, 0.143, 1.429], [4.893, 0.356, 2.840], [5.116, -0.989, 1.622], [4.456, 2.826, -0.348], [1.320, 3.197, 2.241], [0.086, 2.684, 1.487], [0.362, 1.279, 1.139], [-0.783, 0.844, 0.331], [-0.737, -0.425, -0.364], [-1.263, 2.965, 2.197], [1.080, 3.131, 3.296], [1.413, 4.266, 1.988], [2.224, 2.607, 1.973], [0.001, 3.220, 0.492], [0.356, 0.677, 2.021], [1.308, 1.147, 0.577], [-0.631, -1.256, 0.323], [0.046, -0.482, -1.139], [-1.713, -0.508, -0.860], [-1.474, 2.276, 2.911], [-1.943, 2.688, 1.439]], "orbital_gap_ev": 8.94, "smiles": "CC1(C)CCCC(C)(C)N1O.CC1(C)CCCC(C)(C)N1O.CC1(C)CCCC(C)(C)N1O.CC1(C)CCCC(C)(C)N1O.CC1(C)CCCC(C)(C)N1O.CC1(C)CCCC(C)(C)N1O.CC1(C)CCCC(C)(C)N1O.COC[C@H](C)N", "spin_multiplicity": 1, "homo_ev": -8.471, "de_lowest_ev": 0.8204}


# 5
{"formula": "C8H16Cl8F6Mg2N3O12S6", "method": "the ωB97M-V functional and the def2-TZVPD basis", "symbols": ["Mg", "Mg", "N", "S", "O", "O", "F", "S", "O", "O", "F", "N", "S", "O", "O", "F", "S", "O", "O", "F", "N", "S", "O", "O", "F", "S", "O", "O", "F", "Cl", "C", "C", "Cl", "H", "H", "H", "H", "Cl", "C", "C", "Cl", "H", "H", "H", "H", "Cl", "C", "C", "Cl", "H", "H", "H", "H", "Cl", "C", "C", "Cl", "H", "H", "H", "H"], "positions_angstrom": [[-17.208, 5.050, -7.493], [-15.178, 1.288, -7.919], [-15.915, 1.307, -6.174], [-16.344, 2.540, -5.235], [-16.953, 2.336, -3.963], [-16.726, 3.681, -6.006], [-14.805, 2.770, -4.828], [-16.532, 0.196, -5.279], [-17.964, -0.009, -5.338], [-15.805, -0.317, -4.138], [-16.066, -0.883, -6.418], [-15.600, 4.997, -8.309], [-14.036, 4.333, -7.860], [-12.825, 5.062, -8.168], [-14.062, 2.856, -7.871], [-14.233, 4.694, -6.325], [-15.036, 5.567, -9.628], [-14.396, 4.709, -10.617], [-14.716, 7.011, -9.740], [-16.592, 5.677, -10.092], [-16.240, 1.701, -9.299], [-17.891, 2.253, -9.166], [-18.975, 1.914, -10.020], [-17.968, 3.545, -8.438], [-18.146, 1.252, -7.891], [-16.338, 1.745, -10.878], [-16.670, 3.023, -11.508], [-16.737, 0.504, -11.541], [-14.730, 1.622, -11.161], [-10.161, -1.188, -10.996], [-11.078, -0.313, -9.699], [-12.543, -0.507, -9.959], [-13.476, 0.021, -8.500], [-10.876, 0.753, -9.803], [-10.739, -0.792, -8.780], [-12.804, -1.552, -10.126], [-12.895, 0.070, -10.814], [-21.277, 3.755, -9.335], [-22.272, 2.543, -10.068], [-22.126, 2.423, -11.565], [-22.938, 3.787, -12.388], [-23.328, 2.776, -9.933], [-22.024, 1.630, -9.526], [-22.647, 1.514, -11.863], [-21.104, 2.327, -11.931], [-13.780, -3.271, -12.228], [-14.022, -2.219, -13.560], [-15.471, -1.900, -13.790], [-16.505, -3.420, -13.744], [-13.489, -2.555, -14.450], [-13.672, -1.211, -13.336], [-15.494, -1.406, -14.761], [-15.903, -1.103, -13.186], [-19.408, -1.522, -8.225], [-19.211, -2.787, -9.502], [-18.099, -2.366, -10.473], [-16.542, -2.134, -9.663], [-20.068, -2.933, -10.159], [-18.989, -3.729, -9.000], [-18.395, -1.416, -10.918], [-17.884, -3.159, -11.189]], "orbital_gap_ev": [4.18, 9.20], "spin_multiplicity": 2, "homo_ev": [-5.898, -10.753], "de_lowest_ev": 0.0000}